The following is a quantum chemistry calculation of C41H53BrIN10O5RbS3SeSi2 as an isolated structure, from the Open Molecules 2025 dataset.

XYZ file:
```
118
Properties=species:S:1:pos:R:3
I 1.3693 -2.4226 1.6997
Rb 1.1770 1.1852 -0.0122
Br 1.6962 -4.4991 4.5569
Se 2.8886 -3.1630 -1.3103
S 4.5291 0.2396 -4.2641
S -1.5520 -1.5871 -4.2261
S -2.5728 0.0991 1.9961
Si -0.2972 4.5105 -2.3044
Si -3.3335 3.7355 -2.3448
O 1.1321 -7.6536 -2.6003
O 4.1223 4.0658 2.0698
O 3.2393 2.5605 0.6575
O 6.0471 2.5496 5.6868
O 5.5154 4.0253 4.1158
N -1.0592 -3.1347 -1.0920
N -0.5749 3.6313 0.6607
N 2.7119 0.0827 -2.4987
N -3.0555 -1.9585 3.5761
N -2.5326 -2.5001 1.4078
N -0.0981 -0.1882 -2.6763
N 3.0444 0.7579 2.7184
N 3.8997 -5.2882 0.5466
N 3.3778 0.0159 3.7845
N -0.1140 -5.3341 -1.7242
C 4.2533 0.6239 4.5970
C -0.6477 -6.0545 -2.8716
C -0.0882 -1.1489 6.1831
C 3.6869 2.9267 1.7569
C -1.7910 3.9413 -1.4115
C 0.7583 -1.9385 3.6383
C 0.7038 -6.1047 -0.7848
C -0.5413 3.6173 1.9920
C 0.4912 -6.8060 -3.5340
C -0.6131 -4.1617 -1.3858
C -2.9350 3.9942 0.8226
C 3.5340 -4.4342 -0.1533
C -2.7178 -1.5453 2.3311
C -4.6268 2.6079 -1.5145
C -4.3085 5.3224 -2.7255
C 2.9525 -0.1810 -4.7780
C 3.9764 0.3357 -2.6334
C 4.8893 0.6233 -1.4892
C 1.7476 -6.8729 -1.5703
C 1.0128 5.3338 -1.2354
C -1.3097 -0.6242 -2.8089
C -0.2324 -0.2884 5.1050
C 0.1925 -0.6804 3.8465
C 2.1254 -0.2290 -3.7003
C 0.4866 -2.3978 6.0003
C -3.0128 2.9677 -4.0521
C 0.7090 -0.6124 -3.7085
C 4.5216 1.8522 4.0379
C 0.6090 3.2197 -3.3582
C -0.7657 5.8593 -3.5642
C -1.6397 3.7349 2.8212
C -2.4234 -0.3404 -1.8624
C -2.8737 3.9207 2.1876
C 0.0978 -1.3868 -4.6412
C -3.1000 -3.3390 4.0283
C 5.4298 2.8414 4.6789
C 3.7456 1.8758 2.8481
C -2.6300 -3.9241 1.6754
C -1.7635 3.8415 0.0086
C -2.2539 -4.2082 3.1167
C 0.9101 -2.7839 4.7344
H 2.2785 -7.5610 -0.9176
H -3.1189 -1.2098 4.2434
H 0.7385 2.2746 -2.8288
H 0.0632 -6.8013 -0.2285
H -5.2138 5.1109 -3.3069
H 2.4584 -6.1688 -2.0097
H -3.8830 4.2063 0.3450
H -1.9554 -4.4307 0.9884
H 0.1251 6.1866 -4.1116
H -4.6105 5.8098 -1.7929
H -1.0997 -5.3387 -3.5574
H -2.7283 -3.3754 5.0537
H 0.0500 2.9911 -4.2724
H 2.7044 -0.3454 -5.8135
H -1.5354 3.6901 3.8971
H 1.1894 -5.4188 -0.0940
H -0.6771 0.6915 5.2253
H 1.6511 4.6222 -0.7096
H -2.0262 0.0490 -0.9264
H 4.6300 0.1718 5.4989
H -2.9923 -1.2455 -1.6470
H 0.4493 3.4833 2.4294
H -3.9607 2.6824 -4.5220
H 1.2117 -6.0881 -3.9439
H 0.5419 -1.8659 -5.4984
H 1.6469 5.9592 -1.8750
H -1.5010 5.5222 -4.2999
H -5.1235 1.9884 -2.2695
H 4.9245 4.0742 3.2678
H 4.4915 1.4377 -0.8807
H 0.6173 -3.0761 6.8328
H -3.6471 -4.2810 1.4705
H -4.1956 1.9489 -0.7574
H -2.1446 -2.2120 0.5198
H 0.1125 -7.4379 -4.3383
H -2.4007 -5.2629 3.3542
H 5.8897 0.8845 -1.8332
H -4.1338 -3.7057 4.0351
H -0.4109 -0.8505 7.1731
H 1.6007 3.5840 -3.6494
H 2.9578 -0.8921 3.8918
H -2.5090 3.6651 -4.7270
H -5.4049 3.2014 -1.0250
H 0.5533 5.9704 -0.4746
H -3.6953 6.0329 -3.2862
H -3.0974 0.4058 -2.2802
H 4.9494 -0.2696 -0.8629
H -2.3811 2.0779 -3.9821
H -1.1872 6.7274 -3.0480
H -3.7817 4.0327 2.7717
H 0.0732 -0.0065 3.0116
H -1.1991 -3.9751 3.2578
H -1.4143 -6.7707 -2.5474
```

Orbital gap: 4.8 eV
Total charge: -2

Atomic partial charges in e from the Löwdin method, atoms 1 to 99: 1.0120, 0.5611, 0.7098, 0.3910, 1.0349, 1.0124, 0.6400, 0.4395, 0.4304, -0.1386, 0.0113, -0.2054, 0.0447, 0.0943, 0.2096, 0.0159, 0.0449, 0.0082, 0.0189, 0.0859, 0.1022, 0.0024, 0.0065, -0.0879, -0.0160, -0.1193, -0.0912, -0.5972, -0.3126, -0.7607, -0.1302, -0.1999, -0.2009, -0.2868, -0.0724, -1.0046, -0.8610, -0.1975, -0.1948, -0.3569, -0.6423, -0.0577, -0.1898, -0.1829, -0.6546, -0.0777, -0.1948, -0.3599, -0.1535, -0.1862, -0.3389, -0.0624, -0.1745, -0.2010, -0.1330, -0.0853, -0.1227, -0.3558, -0.1788, -0.5287, -0.1362, -0.1784, -0.3890, -0.1638, -0.7605, 0.1249, 0.1054, -0.0225, 0.1285, 0.0154, 0.0925, 0.0747, 0.0935, 0.0181, 0.0176, 0.1265, 0.1144, 0.0213, 0.0690, 0.0773, 0.0756, 0.1111, 0.0134, 0.0423, 0.1301, 0.0663, 0.1009, 0.0204, 0.1305, 0.0686, 0.0224, -0.0034, 0.0173, 0.0337, 0.0607, 0.0896, 0.1190, 0.0154, 0.0576